Entry from the OMol25 dataset: C29H23AsCl2F6N3O7Ti as an isolated structure at a distorted geometry (ωB97M-V/def2-TZVPD).

⟨S²⟩ = 3.7730
multiplicity = 4
Kohn-Sham gap (spin up / spin down) = 4.224 / 5.452 eV
LUMO level (spin up / spin down) = 3.83 / 2.24 eV
energy relative to the best compared isomer or geometry (same formula, charge and spin) = 1.700 eV
electronic energy = -174558.5478 eV
molar mass = 833.2 g/mol
total charge = -2

Element x y z (Å)
1 H -0.89 -1.07 3.90
2 C -0.19 5.27 -1.58
3 H 4.12 -2.08 -0.36
4 H -2.24 3.14 1.62
5 H 2.82 -4.93 -1.03
6 H 0.05 -5.11 5.03
7 H -0.76 3.12 -3.40
8 C 3.70 -2.20 0.63
9 H 3.27 -1.33 1.09
10 Cl -0.57 7.73 -0.82
11 H 0.14 6.45 1.59
12 H 0.97 -5.34 -3.03
13 O 0.12 1.68 -2.35
14 F 4.22 -2.34 -5.53
15 H 2.35 -4.86 4.35
16 O 0.51 2.27 0.19
17 N -1.46 -0.64 -0.64
18 C -0.12 3.93 -1.36
19 H 1.63 -0.01 -1.97
20 C 1.80 -3.37 -0.31
21 H 3.17 -2.44 3.64
22 C -0.11 6.17 -0.45
23 O 2.83 -3.29 0.60
24 C 0.08 5.70 0.85
25 N 1.94 0.14 -1.03
26 C -1.54 -1.86 -1.29
27 N -2.66 0.12 -0.80
28 H -6.33 4.35 1.67
29 H -1.58 -3.14 4.76
30 C 0.58 -2.60 -0.28
31 H -6.93 2.67 0.16
32 As 2.55 -1.68 -5.45
33 Cl -0.26 3.78 2.75
34 O -1.52 1.19 0.92
35 F 3.24 -0.06 -5.25
36 H -1.20 -3.90 -2.86
37 F 2.51 -1.77 -3.71
38 H 2.58 -0.55 -0.70
39 C -0.03 4.37 1.05
40 C -0.31 -3.86 -2.24
41 C -5.83 2.75 0.36
42 C 0.83 -4.58 -2.28
43 C -0.12 -1.87 3.99
44 C 2.14 -2.69 3.85
45 C 0.36 -4.20 4.58
46 C -4.89 1.86 -0.11
47 C 0.12 3.43 -0.01
48 F 2.46 -1.45 -7.18
49 F 1.86 -3.25 -5.63
50 C -0.45 -2.81 -1.22
51 O 2.83 0.01 3.27
52 C -5.51 3.72 1.30
53 C -3.26 3.03 1.32
54 C -3.61 2.01 0.45
55 H -3.91 4.65 2.48
56 Ti 0.19 0.20 0.43
57 C -0.28 2.86 -2.44
58 C -0.55 -3.10 4.46
59 C -2.52 1.05 0.12
60 C -4.21 3.92 1.71
61 H -0.42 5.84 -2.46
62 C 1.20 -1.65 3.65
63 C 1.67 -0.32 3.02
64 O 0.83 0.38 2.35
65 C 1.94 -4.34 -1.33
66 H -5.04 1.08 -0.81
67 H -2.47 -2.07 -1.90
68 H 4.53 -2.50 1.26
69 O 0.50 -1.68 0.62
70 F 1.02 -0.99 -5.41
71 H 2.39 1.06 -1.02
72 C 1.69 -4.00 4.23